Version P
Here is a cluster of 2 separate species, C4H11N4 in total from OMol25. Energies are from ωB97M-V/def2-TZVPD.

CARTESIAN COORDINATES (ANGSTROEM)
C -1.46 -0.28 0.48
C 1.46 1.12 -0.80
C -1.56 0.98 1.26
C 2.21 -0.53 0.92
N 1.45 0.59 0.30
N -1.01 -0.49 -0.67
N 0.70 1.51 -1.68
N -0.81 -1.65 -1.37
H -1.74 1.79 0.57
H -0.63 1.31 1.75
H -2.42 0.88 1.91
H 3.34 -0.75 0.84
H 1.74 -1.40 0.45
H 2.02 -0.46 1.98
H -0.52 0.30 -1.21
H -1.75 -1.18 1.06
H 0.93 2.24 -2.36
H -1.08 -2.53 -1.05
H -0.86 -1.47 -2.39

Kohn-Sham gap: 10.237 eV
E_LUMO: -3.54 eV
Net charge: +1
Spin multiplicity: 1
Highest occupied orbital energy: -13.78 eV


Version Q
Here is the ion C4H11N4 with charge +1 from OMol25. Energies are from ωB97M-V/def2-TZVPD.

CARTESIAN COORDINATES (ANGSTROEM)
H 2.97 1.19 0.26
N 2.06 1.63 0.21
C 1.05 0.92 0.13
C -0.37 1.43 0.08
N -1.12 0.31 -0.45
C -2.50 0.25 -0.06
N -0.41 -0.84 0.01
N 0.92 -0.49 0.10
C 1.97 -1.41 -0.28
H -0.70 1.73 1.08
H -0.44 2.29 -0.59
H -2.98 1.20 -0.29
H -3.02 -0.54 -0.60
H -2.60 0.07 1.03
H -0.59 -1.67 -0.57
H -0.95 -1.13 1.13
H 1.54 -2.26 -0.83
H 2.67 -0.91 -0.94
H 2.50 -1.79 0.59

SMILES: [H]/N=C1/CN(C)[NH2+]N1C
Kohn-Sham gap: 10.212 eV
E_LUMO: -3.92 eV
Net charge: +1
Spin multiplicity: 1
Highest occupied orbital energy: -14.13 eV


Version R
Here is the ion C4H11N4 with charge +1 from OMol25. Energies are from ωB97M-V/def2-TZVPD.

CARTESIAN COORDINATES (ANGSTROEM)
C -1.33 1.40 0.75
N -0.83 0.41 -0.19
C 0.48 0.78 -0.77
C 1.41 0.01 0.10
N 2.71 0.28 0.20
N 0.76 -0.93 0.86
N -0.58 -0.79 0.41
C -1.01 -1.85 -0.62
H -2.01 0.94 1.52
H -0.76 2.19 1.38
H -1.97 2.09 0.14
H 0.70 1.86 -0.75
H 0.32 0.39 -1.84
H 3.18 0.95 -0.42
H 3.28 -0.36 0.74
H -1.18 -1.02 1.32
H -0.67 -1.50 -1.64
H -0.37 -2.79 -0.43
H -2.12 -2.05 -0.76

SMILES: CN1CC(N)=N[N@@H+]1C
Kohn-Sham gap: 11.130 eV
E_LUMO: -2.92 eV
Net charge: +1
Spin multiplicity: 1
Highest occupied orbital energy: -14.05 eV


The structure with the most favorable energy is version R; the runner-up is 0.0048 hartree above it.


Version P
Here is a cluster of 2 separate species, C3H2F2 in total from OMol25. Energies are from ωB97M-V/def2-TZVPD.

CARTESIAN COORDINATES (ANGSTROEM)
C -0.92 -0.37 -0.55
C 0.19 -0.10 -0.10
C 1.50 0.02 0.38
F -3.29 0.61 -0.07
F 2.40 0.87 -0.08
H -1.86 -0.67 -0.88
H 1.97 -0.36 1.29

Kohn-Sham gap (spin up / spin down): 10.263 / 5.311 eV
E_LUMO (spin up / spin down): -1.86 / -3.56 eV
Net charge: 0
Spin multiplicity: 1
Highest occupied orbital energy (spin up / spin down): -12.12 / -8.87 eV


Version Q
Here is a cluster of 2 separate species, C3H2F2 in total from OMol25. Energies are from ωB97M-V/def2-TZVPD.

CARTESIAN COORDINATES (ANGSTROEM)
C 0.95 0.21 0.25
C -0.24 0.19 -0.13
C -1.54 0.32 -0.28
F 3.10 -1.14 0.32
F -2.17 0.25 -1.47
H 1.97 0.13 0.63
H -2.08 0.04 0.68

Kohn-Sham gap (spin up / spin down): 9.272 / 5.372 eV
E_LUMO (spin up / spin down): -2.60 / -3.76 eV
Net charge: 0
Spin multiplicity: 1
Highest occupied orbital energy (spin up / spin down): -11.87 / -9.13 eV


The structure with the most favorable energy is version P; the runner-up is 0.0042 hartree above it.


Version P
Here is the molecule C2H5NO2 from OMol25. Energies are from ωB97M-V/def2-TZVPD.

CARTESIAN COORDINATES (ANGSTROEM)
O -0.29 1.57 0.43
C -0.53 0.53 1.01
N 0.09 -0.67 0.82
C 0.71 -0.85 -0.48
O -0.07 -0.36 -1.58
H -1.17 0.52 1.91
H -0.37 -1.45 1.27
H 1.72 -0.46 -0.56
H 0.58 -1.90 -0.77
H -0.09 0.56 -1.60

SMILES: O=CNCO
Kohn-Sham gap: 11.099 eV
E_LUMO: 0.81 eV
Net charge: 0
Spin multiplicity: 1
Highest occupied orbital energy: -10.29 eV


Version Q
Here is the molecule C2H5NO2 from OMol25. Energies are from ωB97M-V/def2-TZVPD.

CARTESIAN COORDINATES (ANGSTROEM)
O 1.82 -0.21 -0.46
C 0.68 -0.17 -1.27
N -0.32 -1.09 -0.63
C -0.61 -0.72 0.88
O -1.44 -0.34 -0.16
H 1.70 -1.15 -0.08
H 0.30 0.98 -1.25
H 0.77 -0.38 -2.36
H -0.93 -1.50 1.50
H -0.01 0.00 1.38

SMILES: OCN1CO1
Kohn-Sham gap: 10.739 eV
E_LUMO: 0.95 eV
Net charge: 0
Spin multiplicity: 1
Highest occupied orbital energy: -9.78 eV


Version R
Here is the molecule C2H5NO2 from OMol25. Energies are from ωB97M-V/def2-TZVPD.

CARTESIAN COORDINATES (ANGSTROEM)
O 1.81 -0.49 -0.66
C 1.09 0.03 0.08
C -0.51 -0.01 -0.10
N -1.06 1.09 0.52
O -0.54 0.79 1.84
H 1.64 0.78 0.63
H -0.93 -0.04 -1.10
H -0.95 -0.94 0.49
H -0.62 2.07 0.29
H -1.21 0.03 2.00

SMILES: O=CCNO
Kohn-Sham gap: 9.986 eV
E_LUMO: 0.89 eV
Net charge: 0
Spin multiplicity: 1
Highest occupied orbital energy: -9.09 eV


The structure with the most favorable energy is version P; the runner-up is 0.1290 hartree above it.


Version P
Here is a cluster of 2 separate species, C2H5NO2 in total from OMol25. Energies are from ωB97M-V/def2-TZVPD.

CARTESIAN COORDINATES (ANGSTROEM)
N 1.15 0.72 -0.42
C 2.00 -0.32 -0.23
O 2.97 -0.34 0.48
H 1.24 1.55 0.17
H 0.27 0.54 -0.90
H 1.70 -1.21 -0.83
C -2.58 0.17 0.43
O -3.39 -0.40 -0.26
H -1.52 0.28 0.14
H -2.91 0.61 1.39

SMILES: NC=O.C=O
Kohn-Sham gap: 10.682 eV
E_LUMO: 0.42 eV
Net charge: 0
Spin multiplicity: 1
Highest occupied orbital energy: -10.26 eV


Version Q
Here is a structure of composition C2H5NO2 from OMol25. Energies are from ωB97M-V/def2-TZVPD.

CARTESIAN COORDINATES (ANGSTROEM)
N 1.50 -0.05 0.25
C 0.31 -0.56 -0.06
O 0.15 -1.78 -0.48
C -0.96 0.10 -0.13
O -0.95 1.50 -0.25
H 2.34 -0.48 -0.12
H 1.53 0.93 0.46
H -0.90 -1.25 -0.84
H -1.65 -0.29 0.63
H -1.35 1.88 0.53

Kohn-Sham gap: 8.695 eV
E_LUMO: 0.72 eV
Net charge: 0
Spin multiplicity: 1
Highest occupied orbital energy: -7.98 eV


Version R
Here is a cluster of 2 separate species, C2H5NO2 in total from OMol25. Energies are from ωB97M-V/def2-TZVPD.

CARTESIAN COORDINATES (ANGSTROEM)
O -0.55 -3.84 1.25
C 0.53 -3.37 1.07
O 1.21 -2.96 -0.02
H 1.28 -3.21 1.86
H 0.71 -3.04 -0.86
C -0.69 2.92 -0.98
N -1.02 4.13 -0.73
H -0.89 2.00 -1.51
H 0.15 2.89 -0.26
H -0.74 4.48 0.18

SMILES: O=CO.C=N
Kohn-Sham gap: 9.574 eV
E_LUMO: 0.43 eV
Net charge: 0
Spin multiplicity: 1
Highest occupied orbital energy: -9.14 eV


Version S
Here is the molecule C2H5NO2 from OMol25. Energies are from ωB97M-V/def2-TZVPD.

CARTESIAN COORDINATES (ANGSTROEM)
C -1.12 -0.36 1.28
C -0.07 0.02 0.30
N -0.20 -0.29 -0.92
O 0.60 -0.04 -1.89
O 1.86 0.71 -1.57
H -0.68 -0.99 2.06
H -1.92 -0.89 0.78
H -1.52 0.53 1.76
H 0.80 0.57 0.65
H 2.25 0.75 -2.45

SMILES: C/C=N/OO
Kohn-Sham gap: 10.362 eV
E_LUMO: 0.86 eV
Net charge: 0
Spin multiplicity: 1
Highest occupied orbital energy: -9.50 eV


The structure with the most favorable energy is version P; the runner-up is 0.0617 hartree above it.


Version P
Here is the molecule C2H5NO2 from OMol25. Energies are from ωB97M-V/def2-TZVPD.

CARTESIAN COORDINATES (ANGSTROEM)
C 1.55 0.67 0.01
O 1.19 -0.57 -0.13
C -0.17 -0.94 0.04
N -1.38 -0.51 -0.03
O -1.34 0.87 -0.03
H 2.63 0.73 0.42
H 1.23 1.58 -0.70
H 1.23 1.11 0.83
H -0.24 -1.98 0.37
H -2.30 1.34 0.24

SMILES: CO/C=N\O
Kohn-Sham gap: 9.969 eV
E_LUMO: 0.58 eV
Net charge: 0
Spin multiplicity: 1
Highest occupied orbital energy: -9.39 eV


Version Q
Here is the molecule C2H5NO2 from OMol25. Energies are from ωB97M-V/def2-TZVPD.

CARTESIAN COORDINATES (ANGSTROEM)
C 1.81 -0.05 0.01
O 0.55 -0.76 -0.03
C -0.51 0.12 -0.01
N -1.69 -0.50 0.07
O -0.33 1.28 0.02
H 2.54 -0.89 -0.64
H 2.07 -0.10 1.26
H 1.88 1.11 -0.55
H -1.80 -1.49 -0.08
H -2.51 0.22 -0.35

SMILES: COC(N)=O
Kohn-Sham gap: 11.342 eV
E_LUMO: 0.77 eV
Net charge: 0
Spin multiplicity: 1
Highest occupied orbital energy: -10.57 eV


Version R
Here is the molecule C2H5NO2 from OMol25. Energies are from ωB97M-V/def2-TZVPD.

CARTESIAN COORDINATES (ANGSTROEM)
N 1.19 0.07 -0.46
C 0.00 -0.86 0.40
O 0.43 -1.92 0.79
C -1.12 -0.15 0.15
O -1.08 1.25 -0.02
H 1.96 -0.56 -0.72
H 1.52 0.94 -0.06
H 0.51 0.23 -1.20
H -2.09 -0.61 0.26
H -1.32 1.61 0.85

SMILES: [NH3+]/C([O-])=C\O
Kohn-Sham gap: 8.050 eV
E_LUMO: 0.46 eV
Net charge: 0
Spin multiplicity: 1
Highest occupied orbital energy: -7.59 eV


The structure with the most favorable energy is version Q; the runner-up is 0.0208 hartree above it.


Version P
Here is the molecule H4N2 from OMol25. Energies are from ωB97M-V/def2-TZVPD.

CARTESIAN COORDINATES (ANGSTROEM)
N -0.88 -0.18 -0.15
N 0.63 -0.14 0.13
H -0.93 -0.56 0.78
H -1.18 0.85 -0.04
H 1.27 0.81 -0.09
H 1.08 -0.78 -0.63

SMILES: NN
Kohn-Sham gap: 10.433 eV
E_LUMO: 1.22 eV
Net charge: 0
Spin multiplicity: 1
Highest occupied orbital energy: -9.21 eV


Version Q
Here is a cluster of 2 separate species, H4N2 in total from OMol25. Energies are from ωB97M-V/def2-TZVPD.

CARTESIAN COORDINATES (ANGSTROEM)
N 2.16 0.26 -0.08
N -1.56 0.10 -0.02
H 1.18 0.10 -0.36
H 2.44 -0.74 0.24
H -2.24 0.52 -0.60
H -1.99 -0.24 0.82

Kohn-Sham gap (spin up / spin down): 9.829 / 10.543 eV
E_LUMO (spin up / spin down): -1.05 / -0.29 eV
Net charge: 0
Spin multiplicity: 1
Highest occupied orbital energy (spin up / spin down): -10.88 / -10.83 eV


Version R
Here is a structure of composition H4N2 from OMol25. Energies are from ωB97M-V/def2-TZVPD.

CARTESIAN COORDINATES (ANGSTROEM)
H 1.10 -1.05 -0.01
H -0.62 -1.15 0.00
H -1.06 0.44 0.63
H 0.06 1.46 -0.18
N 0.05 -0.52 -0.56
N 0.02 0.56 0.49

Kohn-Sham gap: 10.454 eV
E_LUMO: 1.02 eV
Net charge: 0
Spin multiplicity: 1
Highest occupied orbital energy: -9.44 eV


The structure with the most favorable energy is version P; the runner-up is 0.0305 hartree above it.


Version P
Here is a cluster of 17 separate species, H34O17 in total from OMol25. Energies are from ωB97M-V/def2-TZVPD.

CARTESIAN COORDINATES (ANGSTROEM)
O 0.95 2.38 -0.28
H 0.41 2.07 -1.01
H 1.10 3.32 -0.37
O -2.07 -2.36 -1.48
H -2.01 -2.62 -0.57
H -1.50 -1.59 -1.59
O 2.45 -2.13 -0.81
H 1.88 -2.56 -0.13
H 2.78 -2.94 -1.20
O 0.48 -2.76 1.10
H -0.29 -3.30 0.99
H 0.05 -1.92 0.94
O 2.97 -0.10 1.18
H 2.99 0.70 0.73
H 2.73 -0.71 0.52
O -2.94 -0.40 1.07
H -2.53 -0.21 0.21
H -3.71 -0.98 0.99
O -0.12 -0.36 0.17
H 0.10 0.56 0.26
H 0.11 -0.60 -0.71
O 2.80 1.00 -1.67
H 2.80 1.24 -2.64
H 2.27 1.62 -1.15
O 0.16 -3.83 -2.42
H 0.53 -3.01 -2.11
H -0.76 -3.74 -2.14
O -1.38 -1.27 3.20
H -2.06 -1.27 3.89
H -1.90 -1.18 2.42
O 2.02 2.79 2.18
H 1.74 2.50 1.34
H 2.29 3.74 2.17
O -2.37 2.78 0.19
H -1.90 3.45 -0.28
H -1.71 2.31 0.69
O -0.27 1.66 -2.50
H -0.53 2.46 -2.93
H 0.10 1.13 -3.21
O -0.98 1.77 2.31
H -0.44 1.00 2.44
H -1.63 1.51 2.95
O 0.38 -1.13 -2.30
H 0.11 -0.78 -3.16
H 1.29 -0.92 -2.09
O 0.99 0.06 3.25
H 0.31 -0.56 3.46
H 1.41 -0.18 2.49
O -2.59 0.75 -1.41
H -2.72 1.63 -1.10
H -1.80 0.97 -1.94

Kohn-Sham gap: 8.936 eV
E_LUMO: -1.19 eV
Net charge: 0
Spin multiplicity: 1
Highest occupied orbital energy: -10.13 eV


Version Q
Here is a cluster of 17 separate species, H34O17 in total from OMol25. Energies are from ωB97M-V/def2-TZVPD.

CARTESIAN COORDINATES (ANGSTROEM)
O 1.18 1.54 -2.75
H 1.97 1.15 -3.10
H 0.43 0.95 -2.94
O 0.19 2.68 -0.42
H 0.37 2.51 -1.34
H 0.67 3.50 -0.23
O 2.44 0.07 2.03
H 2.31 -0.81 2.41
H 3.13 0.00 1.41
O -0.51 -0.65 -3.23
H -0.79 -1.24 -3.97
H -1.16 -0.88 -2.58
O 3.08 2.54 0.22
H 2.42 1.86 0.04
H 2.55 3.25 0.60
O -0.54 -1.05 2.44
H -0.85 -1.86 2.84
H 0.25 -0.75 2.89
O 0.75 -2.51 -1.92
H 0.43 -1.75 -2.38
H 1.46 -2.85 -2.46
O -2.12 1.41 1.80
H -2.27 1.13 0.92
H -1.20 1.29 1.96
O 0.64 1.89 2.74
H 0.10 1.49 3.47
H 1.42 1.37 2.48
O 2.88 -0.23 -1.05
H 3.13 -1.14 -0.92
H 1.95 -0.17 -1.02
O -2.37 1.22 -0.93
H -1.62 0.72 -0.83
H -2.17 1.98 -1.44
O 0.05 0.07 -0.25
H -0.11 -0.46 0.55
H 0.13 0.97 0.01
O -3.00 -1.24 1.06
H -2.16 -0.98 1.42
H -3.67 -1.05 1.79
O 1.92 -2.97 1.32
H 1.78 -3.79 1.79
H 1.09 -2.54 1.53
O -1.72 4.42 0.27
H -1.26 3.61 -0.04
H -2.59 4.29 -0.09
O -0.65 -3.54 0.17
H 0.04 -3.23 -0.42
H -0.34 -4.42 0.26
O -2.26 -1.84 -1.60
H -3.10 -2.20 -1.84
H -2.30 -1.78 -0.66

Kohn-Sham gap: 9.828 eV
E_LUMO: -0.26 eV
Net charge: 0
Spin multiplicity: 1
Highest occupied orbital energy: -10.09 eV


Version R
Here is a cluster of 17 separate species, H34O17 in total from OMol25. Energies are from ωB97M-V/def2-TZVPD.

CARTESIAN COORDINATES (ANGSTROEM)
O -0.62 0.42 -3.54
H -1.40 0.14 -3.06
H -0.05 0.79 -2.84
O -2.95 -2.33 -0.56
H -3.74 -2.28 -0.09
H -2.76 -1.40 -0.59
O 1.36 1.27 2.76
H 0.58 0.76 2.86
H 1.81 0.99 3.55
O 2.74 0.11 -1.13
H 3.54 -0.26 -1.49
H 2.50 0.84 -1.72
O -2.82 -0.30 1.23
H -3.48 0.39 1.33
H -3.29 -1.12 1.49
O 3.89 0.39 1.31
H 4.79 0.73 1.15
H 3.44 0.54 0.50
O -2.30 2.99 -1.09
H -1.70 2.62 -0.42
H -1.84 2.96 -1.91
O 0.06 -0.51 -0.37
H -0.38 0.17 0.15
H 0.90 -0.08 -0.57
O -0.41 -2.38 -2.31
H 0.43 -2.41 -2.78
H -0.29 -1.57 -1.80
O -0.61 -3.12 0.81
H -1.23 -2.71 0.19
H -1.01 -3.07 1.69
O 1.95 2.69 0.36
H 2.89 2.82 0.11
H 1.98 2.05 1.06
O -2.84 0.06 -1.80
H -2.53 0.75 -1.21
H -3.74 0.34 -1.98
O -0.97 1.72 0.82
H -1.38 1.06 1.37
H -0.70 2.40 1.47
O 1.01 2.03 -1.92
H 0.56 2.70 -2.37
H 1.30 2.36 -1.03
O 2.24 -3.05 -1.04
H 2.33 -3.98 -0.71
H 1.43 -2.70 -0.65
O 1.79 -1.42 1.78
H 2.05 -0.51 1.64
H 0.83 -1.55 1.63
O -0.77 -0.17 3.08
H -0.97 0.07 4.01
H -1.59 -0.28 2.62

Kohn-Sham gap: 8.499 eV
E_LUMO: -0.79 eV
Net charge: 0
Spin multiplicity: 1
Highest occupied orbital energy: -9.29 eV


The structure with the most favorable energy is version Q; the runner-up is 0.0170 hartree above it.


Version P
Here is the ion C5H14N2P with charge +1 from OMol25. Energies are from ωB97M-V/def2-TZVPD.

CARTESIAN COORDINATES (ANGSTROEM)
C -1.66 -1.45 0.11
C 0.22 0.43 0.35
C 0.81 1.17 1.65
C -0.71 1.37 -0.43
C 1.78 0.07 -1.48
N 1.19 -0.25 -0.27
N -0.60 -0.77 0.98
P -1.03 -2.03 -1.67
H -1.96 -2.37 0.69
H -2.40 -0.74 -0.05
H 1.70 0.72 1.98
H 0.06 1.29 2.49
H 1.09 2.23 1.44
H -0.10 2.20 -0.90
H -1.46 1.69 0.17
H -1.12 0.95 -1.31
H 1.82 -0.82 -2.08
H 1.22 0.72 -2.10
H 2.70 0.53 -1.32
H -1.11 -0.39 1.81
H 0.17 -1.29 1.33
H -0.61 -3.28 -1.37

Kohn-Sham gap (spin up / spin down): 8.538 / 7.909 eV
E_LUMO (spin up / spin down): -5.19 / -4.93 eV
Net charge: +1
Spin multiplicity: 1
Highest occupied orbital energy (spin up / spin down): -13.73 / -12.84 eV


Version Q
Here is a cluster of 2 separate species, C5H14N2P in total from OMol25. Energies are from ωB97M-V/def2-TZVPD.

CARTESIAN COORDINATES (ANGSTROEM)
C -2.39 1.94 0.09
C -1.72 2.50 1.33
C 0.66 -2.40 -0.49
C 2.14 -0.88 -1.61
C 1.30 -1.09 -0.46
N 0.91 -0.21 0.40
N -0.95 1.77 0.32
P -0.44 -0.30 1.43
H -2.86 0.98 -0.01
H -2.62 2.72 -0.66
H -1.75 3.62 1.30
H -1.81 2.08 2.32
H 0.53 -2.85 0.58
H -0.36 -2.20 -0.78
H 1.09 -3.08 -1.20
H 2.67 0.03 -1.63
H 1.51 -0.92 -2.52
H 3.00 -1.56 -1.71
H 1.27 0.73 0.26
H -0.34 2.24 -0.22
H 0.15 -1.63 2.06
H 0.04 0.46 2.38

Kohn-Sham gap: 8.911 eV
E_LUMO: -3.86 eV
Net charge: +1
Spin multiplicity: 1
Highest occupied orbital energy: -12.77 eV


The structure with the most favorable energy is version Q; the runner-up is 0.0561 hartree above it.